Entry 1:
{"formula": "C52H40CaF12N2O4P2", "method": "wB97M-V/def2-TZVPD", "gap_ev": 5.5, "homo_energy_ev": -1.390, "total_energy_ev": -135378.3210, "total_charge": -2, "relative_energy_kcal_mol": 0.0, "elements": ["Ca", "C", "C", "C", "C", "C", "N", "C", "C", "C", "C", "C", "C", "C", "C", "O", "C", "F", "F", "F", "C", "F", "F", "F", "C", "C", "C", "O", "C", "F", "F", "F", "C", "F", "F", "F", "H", "H", "H", "H", "H", "H", "H", "H", "H", "H", "H", "H", "C", "C", "O", "C", "C", "C", "C", "C", "C", "O", "H", "H", "H", "H", "H", "H", "H", "N", "P", "C", "C", "C", "C", "C", "C", "C", "C", "C", "C", "C", "C", "P", "C", "C", "C", "C", "C", "C", "C", "C", "C", "C", "C", "C", "H", "H", "H", "H", "H", "H", "H", "H", "H", "H", "H", "H", "H", "H", "H", "H", "H", "H", "H", "H", "H"], "xyz": [[-0.517524, -0.710585, 0.973163], [-1.021300, -4.960170, -4.926017], [-0.791159, -4.460992, -3.516372], [0.286001, -4.896832, -2.750489], [0.530134, -4.378205, -1.492256], [-0.267970, -3.359342, -0.912851], [0.110327, -2.730676, 0.247869], [0.821314, -3.350041, 1.265404], [0.504290, -4.668703, 1.660022], [1.114676, -5.298354, 2.725796], [2.086015, -4.647927, 3.479448], [2.778720, -5.320864, 4.643225], [2.415585, -3.351900, 3.107077], [1.827617, -2.676807, 2.033076], [2.392653, -1.282180, 1.575832], [1.517279, -0.398981, 1.066691], [3.129839, -0.514102, 2.746546], [3.341946, 0.773604, 2.425885], [2.379734, -0.511396, 3.861778], [4.351423, -1.005712, 3.089971], [3.518039, -1.624990, 0.514577], [2.973060, -2.024738, -0.638477], [4.311163, -0.565804, 0.245647], [4.353730, -2.618309, 0.912154], [-1.420877, -2.945104, -1.683625], [-1.623935, -3.502362, -2.948219], [-2.407884, -1.890317, -1.097109], [-1.838044, -0.759733, -0.607426], [-3.469757, -1.369377, -2.156355], [-4.280153, -0.455058, -1.583392], [-4.296406, -2.258250, -2.748236], [-2.820831, -0.739490, -3.160925], [-3.293246, -2.639436, 0.006522], [-3.908751, -1.765109, 0.824337], [-2.579891, -3.467505, 0.776019], [-4.274360, -3.409424, -0.531375], [-0.671261, -5.990091, -5.045735], [-0.489124, -4.349718, -5.667394], [-2.083334, -4.929973, -5.188270], [0.961902, -5.650165, -3.154463], [1.395671, -4.715712, -0.931075], [-0.268096, -5.182503, 1.098649], [0.828474, -6.317285, 2.981675], [2.556386, -6.390836, 4.663769], [2.466308, -4.898362, 5.603395], [3.863694, -5.205374, 4.577450], [3.192405, -2.861303, 3.681080], [-2.476289, -3.190367, -3.538378], [-3.068212, -2.413274, 4.206874], [-2.084361, -1.389995, 3.680344], [-1.419483, -1.703031, 2.696880], [-1.956663, -0.101074, 4.354377], [-2.515255, 0.078134, 5.636364], [-2.355650, 1.238258, 6.352002], [-1.606089, 2.286177, 5.766036], [-1.069423, 2.165948, 4.513440], [-1.224358, 0.971798, 3.728792], [-0.762426, 0.906692, 2.543516], [-3.023905, -3.283325, 3.557577], [-4.080658, -2.002695, 4.204083], [-2.816212, -2.711658, 5.228416], [-3.074371, -0.737087, 6.083924], [-2.789967, 1.346886, 7.338506], [-1.460256, 3.210865, 6.317825], [-0.503274, 2.975686, 4.067803], [1.154134, 2.418282, -0.355014], [-0.591082, 2.142509, -0.038587], [-1.216493, 3.032395, -1.537787], [-0.796232, 4.308722, -1.914344], [-1.377113, 4.945879, -2.999327], [-2.384575, 4.308625, -3.728186], [-2.807302, 3.038704, -3.361334], [-2.230450, 2.405205, -2.259997], [-0.850148, 3.557334, 1.127184], [0.152389, 4.389609, 1.610975], [-0.153874, 5.440251, 2.475693], [-1.466408, 5.664751, 2.870209], [-2.474164, 4.825589, 2.400375], [-2.164847, 3.783661, 1.540680], [2.094329, 1.326200, -1.383941], [3.266724, 2.569423, -2.122832], [3.310148, 3.916349, -1.780922], [4.192165, 4.788248, -2.422366], [5.050170, 4.318401, -3.406376], [5.050449, 2.959052, -3.720456], [4.174581, 2.096777, -3.077273], [1.059462, 1.062689, -2.898635], [0.762826, 2.020890, -3.871718], [0.089721, 1.664630, -5.028921], [-0.294556, 0.336570, -5.236387], [-0.007584, -0.625081, -4.281925], [0.673900, -0.262306, -3.119712], [1.576312, 2.233211, 0.564557], [-0.002488, 4.794370, -1.352705], [-1.051596, 5.941645, -3.281192], [-2.838238, 4.809175, -4.577461], [-3.581383, 2.535320, -3.929846], [-2.543920, 1.406881, -1.960754], [1.182479, 4.220833, 1.319111], [0.640401, 6.079761, 2.846074], [-1.703416, 6.479067, 3.546254], [-3.500440, 4.981083, 2.715723], [-2.950849, 3.119153, 1.188976], [2.626957, 4.284470, -1.021832], [4.200155, 5.839388, -2.155245], [5.709846, 5.000836, -3.930267], [5.736038, 2.576745, -4.468598], [4.173820, 1.037722, -3.325032], [1.068596, 3.049508, -3.724498], [-0.130127, 2.419624, -5.776649], [-0.821827, 0.059959, -6.143194], [-0.303079, -1.659231, -4.430996], [0.898960, -1.014324, -2.366884]], "forces_ev_per_a": [[-0.3, 1.1, 0.7], [0.0, 0.1, 0.1], [0.0, 0.0, -0.1], [0.0, 0.0, 0.1], [0.0, 0.0, -0.1], [0.1, 0.3, 0.4], [0.2, -1.2, -0.5], [0.0, 0.1, -0.5], [0.0, 0.0, 0.0], [0.0, 0.0, 0.0], [0.0, 0.0, 0.0], [-0.1, 0.1, -0.1], [-0.1, 0.1, -0.1], [0.0, 0.1, -0.1], [0.3, 0.1, -0.2], [2.0, -0.2, 0.2], [-0.3, -0.2, -0.2], [0.0, -0.1, 0.0], [0.1, 0.0, 0.0], [0.0, 0.0, 0.1], [-0.3, 0.1, 0.2], [0.1, 0.0, 0.0], [0.0, 0.0, -0.1], [0.0, 0.0, -0.1], [0.1, 0.1, 0.1], [0.0, 0.1, 0.2], [-0.4, 0.0, 0.0], [-1.5, -1.0, -1.7], [0.6, 0.1, 0.1], [0.0, -0.1, -0.1], [-0.1, -0.1, -0.1], [-0.2, 0.0, 0.1], [0.3, 0.2, -0.3], [0.0, 0.0, 0.0], [0.0, 0.0, 0.1], [0.0, 0.0, 0.0], [0.0, 0.0, 0.0], [0.0, 0.0, 0.0], [0.1, 0.0, 0.0], [0.0, 0.1, 0.0], [0.0, 0.0, 0.0], [0.0, 0.0, 0.0], [0.0, 0.1, 0.0], [0.0, 0.0, 0.0], [0.0, 0.0, 0.0], [0.0, 0.0, 0.0], [0.0, 0.0, -0.1], [0.0, 0.0, 0.0], [0.0, -0.1, 0.1], [0.1, 0.2, 0.2], [-0.6, -0.5, 1.0], [0.0, -0.1, 0.0], [0.0, 0.0, -0.1], [0.1, 0.2, -0.1], [-0.1, -0.1, 0.0], [0.0, 0.0, 0.1], [0.1, -0.1, -0.4], [-0.3, 0.5, 1.1], [0.0, 0.0, 0.0], [0.0, 0.0, 0.0], [0.0, 0.0, -0.1], [0.0, 0.0, 0.0], [0.0, 0.0, 0.0], [0.0, 0.0, 0.0], [0.0, 0.0, 0.0], [-0.2, -0.5, 0.4], [1.1, 1.0, -0.8], [-0.5, -0.2, 0.1], [0.0, 0.0, 0.0], [-0.1, -0.1, -0.1], [0.1, 0.0, 0.1], [0.1, 0.0, 0.1], [0.1, 0.0, 0.0], [-0.1, -0.1, 0.0], [0.0, 0.1, 0.1], [-0.1, -0.1, 0.0], [0.0, -0.1, -0.1], [0.1, 0.0, 0.0], [0.0, -0.1, 0.0], [-0.1, 0.4, -0.2], [-0.2, 0.0, -0.1], [0.0, 0.1, -0.1], [-0.1, -0.1, 0.0], [-0.1, -0.1, 0.0], [-0.1, 0.1, 0.1], [0.0, 0.0, 0.0], [0.1, -0.2, 0.1], [0.1, 0.0, 0.0], [0.0, -0.2, 0.0], [0.1, 0.2, 0.1], [0.1, 0.0, 0.0], [-0.1, 0.1, 0.1], [-0.1, -0.1, -0.1], [-0.1, 0.0, 0.0], [0.0, 0.0, 0.0], [0.0, 0.0, 0.0], [0.0, 0.0, 0.0], [0.1, 0.1, -0.1], [-0.1, 0.0, 0.0], [0.0, 0.0, 0.0], [0.0, 0.0, 0.0], [0.0, 0.0, 0.0], [0.0, 0.1, 0.0], [0.0, 0.0, -0.1], [0.0, 0.0, 0.0], [0.0, 0.0, 0.1], [0.0, 0.0, 0.0], [0.0, 0.1, 0.0], [0.0, 0.0, 0.0], [0.0, 0.0, 0.0], [0.0, 0.0, 0.0], [0.0, 0.1, 0.1], [0.0, 0.0, -0.1]]}

=====

Entry 2:
{"formula": "C52H42CdCl2N5O3SSi", "method": "wB97M-V/def2-TZVPD", "gap_ev": 6.7, "homo_energy_ev": -4.918, "total_energy_ev": -116522.8771, "total_charge": -1, "relative_energy_kcal_mol": 39.9, "elements": ["Cd", "N", "C", "C", "C", "C", "C", "C", "C", "C", "C", "C", "C", "C", "N", "C", "C", "C", "C", "N", "H", "H", "H", "H", "H", "H", "H", "H", "H", "H", "Cl", "C", "C", "C", "Cl", "C", "O", "C", "C", "O", "C", "H", "H", "H", "C", "C", "C", "C", "C", "C", "C", "S", "C", "O", "H", "H", "H", "H", "H", "H", "H", "H", "H", "H", "C", "C", "C", "C", "C", "C", "Si", "C", "C", "C", "C", "C", "C", "C", "C", "C", "C", "C", "C", "H", "H", "H", "H", "H", "H", "H", "H", "H", "H", "H", "H", "H", "H", "H", "N", "C", "C", "C", "N", "H", "H", "H", "H"], "xyz": [[0.315228, 0.038667, 0.192259], [8.784629, -5.992395, 3.496087], [7.921020, -5.331620, 3.116542], [6.832561, -4.500155, 2.636330], [5.667388, -4.378019, 3.386865], [4.619006, -3.606833, 2.911977], [4.712277, -2.959309, 1.685517], [5.891810, -3.066961, 0.950866], [6.948288, -3.830250, 1.419816], [3.542734, -2.212416, 1.126077], [2.963038, -2.745247, -0.010934], [3.311379, -4.012483, -0.607216], [2.616694, -4.090213, -1.778774], [1.871355, -2.869248, -1.869063], [2.038108, -2.081079, -0.826065], [3.242132, -1.014109, 1.798924], [4.106400, -0.424027, 2.760367], [3.543323, 0.778523, 3.130270], [2.339425, 0.867740, 2.405529], [2.131742, -0.195414, 1.618432], [5.583405, -4.900043, 4.331423], [3.705400, -3.518731, 3.489704], [5.966250, -2.550010, 0.000147], [7.857068, -3.926925, 0.839354], [3.974730, -4.757279, -0.187598], [2.632020, -4.887191, -2.512189], [1.237990, -2.576309, -2.688811], [5.044609, -0.845988, 3.097521], [3.927980, 1.509981, 3.826909], [1.590876, 1.641792, 2.478327], [2.991833, 3.873891, -6.202648], [2.656750, 3.135709, -4.646398], [3.725010, 2.587010, -3.904052], [3.493076, 2.011012, -2.691756], [4.810644, 1.290326, -1.810654], [2.178059, 1.961595, -2.070618], [2.023616, 1.461535, -0.931364], [1.130467, 2.522981, -2.891332], [-0.233088, 2.489252, -2.441388], [-0.606613, 2.108577, -1.343832], [1.389869, 3.082253, -4.158490], [4.730408, 2.614472, -4.305508], [-0.987325, 2.855704, -3.170761], [0.560449, 3.478274, -4.740681], [-4.476712, 6.774492, -0.981521], [-3.297629, 6.006098, -0.432915], [-2.004829, 6.242350, -0.899997], [-0.927601, 5.505731, -0.419777], [-1.149127, 4.519476, 0.531207], [-2.422261, 4.261324, 1.002034], [-3.486444, 5.015749, 0.529718], [0.198491, 3.459286, 1.059700], [0.768943, 4.613694, 2.312793], [-0.414865, 2.302964, 1.814909], [-4.155236, 7.511112, -1.719695], [-5.010780, 7.300876, -0.187010], [-5.189150, 6.101640, -1.464595], [-1.840233, 6.996380, -1.666668], [0.076393, 5.678957, -0.807779], [-2.566775, 3.445971, 1.706390], [-4.489424, 4.817001, 0.896524], [-0.063561, 4.872496, 2.970678], [1.168069, 5.499117, 1.805785], [1.564149, 4.110260, 2.871438], [-1.670262, -3.165665, -4.757269], [-2.107432, -3.849109, -3.626424], [-2.199965, -3.191378, -2.401243], [-1.852286, -1.843010, -2.275296], [-1.428274, -1.171651, -3.431877], [-1.337014, -1.817333, -4.657067], [-1.924222, -0.856101, -0.645004], [-2.577425, -2.125979, 0.614270], [-1.791073, -3.240736, 0.943527], [-2.213875, -4.176582, 1.881440], [-3.435362, -4.013286, 2.529933], [-4.220701, -2.904176, 2.239129], [-3.792451, -1.972861, 1.293793], [-3.478653, 0.171894, -1.085037], [-4.628153, -0.514833, -1.510525], [-5.745635, 0.156919, -1.987881], [-5.751981, 1.548916, -2.047004], [-4.639115, 2.252662, -1.608653], [-3.512811, 1.570326, -1.139395], [-1.600995, -3.675893, -5.711522], [-2.379981, -4.897663, -3.699285], [-2.541417, -3.741847, -1.528033], [-1.153091, -0.118980, -3.365666], [-1.001043, -1.274214, -5.535177], [-0.822728, -3.376666, 0.457809], [-1.590515, -5.035604, 2.109686], [-3.770039, -4.746840, 3.256548], [-5.169011, -2.762706, 2.748939], [-4.419095, -1.108863, 1.080215], [-4.642889, -1.603011, -1.471161], [-6.611631, -0.406817, -2.323851], [-6.618305, 2.076523, -2.431805], [-4.629232, 3.338811, -1.636034], [-2.645343, 2.136207, -0.816228], [0.205219, -1.320161, 3.471863], [-0.268841, -1.688111, 4.677583], [-1.494667, -1.080638, 4.814429], [-1.667024, -0.356762, 3.612417], [-0.631370, -0.512460, 2.805190], [1.082040, -1.548196, 3.030814], [0.285115, -2.338319, 5.337482], [-2.169789, -1.147201, 5.654422], [-2.502104, 0.259375, 3.301595]], "forces_ev_per_a": [[0.5, -0.1, -0.2], [-0.2, 0.1, -0.1], [-0.1, 0.1, -0.1], [0.3, -0.2, 0.1], [-0.1, 0.0, 0.1], [0.0, -0.1, 0.1], [-0.1, -0.3, -0.2], [0.0, 0.0, 0.0], [0.0, 0.0, -0.1], [0.0, -0.1, -0.2], [0.0, 0.0, 0.0], [0.0, -0.1, -0.1], [0.1, 0.0, 0.0], [0.0, 0.2, 0.4], [0.0, -0.2, 0.0], [-0.2, 0.3, 0.2], [0.1, -0.1, 0.0], [-0.2, 0.1, -0.1], [0.0, -0.2, 0.1], [0.3, 0.4, -0.1], [0.0, 0.0, 0.0], [0.1, 0.0, 0.0], [0.0, -0.1, 0.1], [0.0, 0.0, 0.0], [0.0, 0.1, 0.0], [0.0, 0.1, 0.1], [-0.2, 0.1, -0.1], [-0.1, 0.1, 0.0], [0.0, -0.1, 0.0], [0.0, -0.1, 0.0], [0.0, -0.1, 0.1], [0.2, 0.0, 0.0], [0.0, 0.0, -0.1], [0.0, 0.0, 0.1], [-0.1, 0.1, -0.1], [0.0, -0.1, 0.0], [-0.2, -0.2, 0.0], [0.1, -0.1, 0.0], [0.2, 0.1, 0.0], [-0.2, 0.0, 0.1], [-0.2, 0.0, 0.0], [0.0, 0.0, 0.0], [0.0, 0.0, 0.0], [0.1, 0.0, 0.1], [0.1, 0.0, 0.0], [0.0, 0.0, 0.0], [0.0, 0.0, 0.0], [0.1, 0.0, -0.1], [0.0, -0.2, -0.3], [-0.1, -0.1, 0.1], [0.0, 0.0, 0.0], [-0.2, -0.1, 0.1], [0.2, 0.0, 0.3], [0.2, 0.6, -0.6], [0.0, 0.0, 0.0], [0.0, 0.0, 0.0], [0.0, 0.0, 0.0], [0.0, -0.1, 0.1], [-0.2, -0.1, 0.0], [0.0, 0.1, -0.1], [0.1, 0.0, 0.0], [0.1, 0.0, 0.0], [-0.1, -0.1, 0.1], [-0.1, 0.1, -0.1], [-0.1, 0.0, 0.2], [0.0, 0.1, -0.1], [0.1, 0.1, -0.1], [0.3, -0.1, -0.1], [0.1, -0.1, 0.1], [0.0, -0.1, 0.0], [-0.4, -0.3, 0.0], [-0.1, -0.1, 0.2], [0.0, 0.0, 0.1], [0.0, 0.1, 0.0], [0.0, 0.1, -0.1], [0.1, 0.0, -0.1], [0.1, -0.1, 0.0], [0.0, 0.4, 0.0], [0.1, 0.0, 0.0], [0.0, 0.0, 0.0], [0.1, 0.0, 0.1], [0.1, -0.1, 0.0], [-0.3, 0.0, 0.1], [0.0, 0.0, 0.0], [0.0, 0.1, 0.0], [0.0, 0.0, -0.1], [0.0, -0.1, 0.0], [0.0, 0.0, 0.1], [-0.1, 0.0, 0.1], [0.0, 0.1, 0.0], [0.0, 0.1, 0.0], [0.1, 0.0, 0.0], [0.1, -0.1, 0.0], [0.0, 0.1, -0.1], [0.1, 0.1, 0.0], [0.0, 0.0, 0.0], [0.0, -0.1, 0.0], [-0.2, -0.1, -0.1], [-0.2, 0.0, -0.1], [0.0, 0.0, -0.1], [-0.2, 0.1, 0.0], [-0.1, 0.0, 0.1], [0.1, -0.2, 0.3], [0.1, 0.1, 0.0], [0.0, 0.1, -0.1], [0.1, 0.0, -0.1], [0.2, -0.1, 0.0]]}